Entry 1:
{
  "formula": "C25H22I2N4O6RuSi",
  "method": "ωB97M-V/def2-TZVPD",
  "total_charge": -1,
  "lumo_energy_ha": [0.05093, 0.05056],
  "energy_ha": -2616.30192,
  "spin_multiplicity": 2,
  "de_lowest_kj_mol": 181.4,
  "orbital_gap_ev": [6.311, 6.227],
  "species": ["C", "H", "H", "C", "I", "C", "H", "N", "H", "C", "O", "C", "C", "O", "C", "H", "C", "H", "H", "C", "H", "H", "C", "N", "O", "H", "H", "C", "O", "Ru", "C", "C", "C", "H", "C", "N", "H", "C", "C", "N", "C", "O", "H", "O", "H", "H", "C", "H", "H", "H", "I", "Si", "H", "H", "C", "C", "C", "C", "C", "C", "H"],
  "xyz": [[-2.259549, 6.077581, 2.306969], [2.683681, 2.444602, 4.131043], [3.382362, -0.681778, 4.065995], [-3.034215, -2.599409, 1.708306], [-4.364620, -5.177823, 2.720449], [2.183238, 3.812430, -0.178917], [4.274902, 4.066734, -0.592969], [-2.237819, 4.906975, 2.937035], [-3.019672, 1.215145, 1.234810], [-1.799845, -4.625650, 1.267411], [-0.070563, 0.088335, -1.951247], [-4.110773, -1.836154, 2.214599], [-2.002157, -1.887523, 1.069634], [-0.263890, 1.183904, -3.976667], [-0.820066, -2.507497, 0.523204], [-1.703700, -5.701309, 1.331481], [3.710123, 1.995097, -0.548792], [2.667538, 5.832583, -0.687306], [3.152062, -0.914488, 2.328766], [-1.178613, 4.142334, 2.689123], [0.066702, -0.496020, 5.138928], [-3.117532, 6.714776, 2.492977], [-0.196805, 5.600123, 1.252138], [1.414961, 1.552812, -0.152706], [-1.504027, 1.649417, -0.809818], [2.174791, -1.833279, 3.474523], [-1.290549, 7.441756, 0.951233], [2.633081, -0.859328, 3.289017], [0.075927, -1.784823, -0.027978], [-0.281828, 0.385933, 0.253963], [-0.780313, -3.897720, 0.641576], [1.920560, 5.261317, -0.142898], [-4.117318, -0.478302, 2.059463], [-4.921804, -2.337578, 2.725721], [-0.485863, 0.965179, -2.794963], [-2.035792, -0.543168, 0.927884], [3.180262, 2.004357, 2.496469], [0.923494, 5.985745, 0.372320], [3.468417, 3.356712, -0.453611], [-0.163543, 4.426534, 1.886355], [-1.418083, 1.865530, -2.107573], [-1.999804, 2.693239, -2.768923], [-0.314716, 1.218428, 4.993065], [0.271417, 0.288246, 2.103639], [-4.929302, 0.125417, 2.439386], [-1.134263, 3.181867, 3.192683], [-1.252139, 6.484019, 1.451018], [1.700226, 2.930711, 2.744141], [2.767370, 0.046065, -0.463222], [0.154798, 3.136741, 0.130417], [0.873511, -4.894109, -0.125712], [1.353057, 0.510129, 3.282110], [4.699639, 1.612331, -0.752530], [0.946669, 7.048627, 0.155310], [-3.046309, 0.145025, 1.400318], [2.652891, 1.120201, -0.392386], [1.182934, 2.859880, -0.047489], [-2.904748, -4.009444, 1.794970], [2.312941, 2.125352, 3.153086], [0.499730, 0.490029, 4.952941], [1.195383, 0.713538, 5.764914]],
  "forces_ev_per_a": [[0.04, 0.05, -0.07], [0.01, -0.03, 0.01], [0.00, 0.00, 0.01], [-0.17, -0.07, 0.06], [-0.04, -0.04, 0.03], [0.02, 0.23, 0.00], [0.00, 0.01, 0.00], [-0.05, -0.03, 0.05], [0.02, -0.02, -0.01], [-0.01, 0.01, -0.04], [1.13, -1.10, -0.04], [0.04, 0.01, -0.02], [0.12, -0.01, -0.01], [0.80, -1.16, 0.23], [0.05, 0.00, 0.01], [0.01, 0.00, 0.00], [-0.01, 0.09, 0.00], [-0.01, 0.01, -0.01], [-0.01, 0.00, -0.01], [0.03, 0.00, -0.03], [-0.02, 0.01, 0.01], [-0.01, -0.01, 0.02], [0.21, 0.00, -0.18], [-0.13, 0.08, 0.18], [-0.60, 1.19, 1.31], [0.00, -0.01, -0.03], [0.01, 0.00, -0.01], [-0.03, -0.09, -0.02], [0.42, 0.48, 0.67], [-0.50, -0.93, -3.95], [0.03, -0.05, 0.00], [0.06, -0.13, -0.14], [0.05, -0.03, -0.01], [-0.01, 0.00, -0.01], [0.38, -0.43, 0.21], [0.15, 0.29, -0.05], [-0.02, 0.02, -0.02], [-0.09, 0.07, 0.20], [-0.02, -0.12, 0.02], [-0.11, 0.14, 0.23], [-0.68, 1.01, 0.32], [-0.80, 0.63, 1.04], [0.01, 0.01, 0.02], [-0.22, 0.09, 0.66], [-0.01, 0.00, -0.01], [-0.01, -0.01, 0.00], [-0.09, -0.07, 0.07], [-0.03, 0.04, 0.04], [0.00, 0.01, -0.04], [0.14, -0.04, -0.16], [0.05, -0.02, -0.01], [0.14, 0.05, -0.04], [0.00, 0.00, -0.01], [0.01, 0.00, 0.00], [-0.14, 0.11, -0.08], [-0.03, -0.21, 0.01], [-0.04, -0.12, -0.17], [0.10, 0.09, -0.05], [0.00, 0.04, -0.11], [-0.19, -0.05, -0.04], [0.03, 0.01, -0.01]]
}

=====

Entry 2:
{
  "formula": "C25H22IN3O2PS2Ta",
  "method": "ωB97M-V/def2-TZVPD",
  "total_charge": 2,
  "lumo_energy_ha": -0.31152,
  "energy_ha": -2772.50380,
  "orbital_gap_ev": 4.282,
  "species": ["H", "C", "H", "C", "C", "H", "Ta", "H", "C", "N", "C", "O", "C", "C", "C", "H", "C", "H", "I", "C", "C", "H", "H", "H", "S", "C", "H", "H", "C", "S", "C", "C", "C", "C", "C", "H", "H", "H", "C", "C", "H", "N", "C", "H", "C", "C", "H", "H", "C", "P", "C", "H", "N", "O", "H", "H", "H"],
  "xyz": [[0.630069, 7.783410, 2.515941], [0.460255, 6.078599, 3.901208], [2.226090, 7.064795, -3.732085], [-4.202656, -5.256156, -1.131467], [0.450964, 4.441112, -2.492243], [-0.336969, 3.726477, -2.649271], [-0.586733, -1.214245, -0.247196], [2.051701, -4.875468, 2.099339], [0.937847, 5.354520, -3.389111], [-2.031643, -4.187342, -1.116037], [0.854959, 0.835061, -0.104108], [-0.115852, 0.702842, -0.964427], [0.973857, -7.319184, 1.171647], [-3.936104, -3.076461, -2.073266], [0.900930, -3.498880, 0.903810], [-4.306526, -2.154127, -2.447602], [1.366877, 2.125621, 0.215309], [0.727324, 6.666430, 4.774244], [-2.603324, -0.054509, 0.973037], [0.304381, 5.922663, 1.465168], [0.482188, 6.685725, 2.629235], [2.056289, 2.386137, -0.588869], [1.373737, -2.636784, 1.327180], [-5.628615, -4.308453, -2.509010], [-0.192233, -8.498094, 1.306418], [0.310892, 4.525789, 1.548713], [-2.412035, -6.064884, -0.283506], [3.633685, 6.651549, -1.723452], [-2.553738, -3.083797, -1.770908], [-1.491996, -1.780498, -2.335120], [-0.171872, -5.698505, -0.372252], [2.179347, 5.174716, -0.922764], [0.656480, -5.885051, 0.705999], [-4.721530, -4.208091, -1.907621], [1.330313, -4.700372, 1.267509], [-4.814838, -6.062814, -0.739322], [-0.001051, 2.848353, 2.882480], [1.905995, 2.057715, 1.197529], [2.689545, 6.095903, -1.872104], [1.972029, 6.261851, -3.073830], [0.277915, 4.207637, 4.909584], [-0.144611, -3.263604, 0.046935], [0.282861, 4.703277, 3.945016], [-0.170493, -4.032804, -1.893822], [-2.868478, -5.233306, -0.755406], [0.192260, 3.912143, 2.833957], [2.496861, -8.423457, 1.938910], [2.604267, 4.965916, 0.038438], [-0.579638, -4.306532, -0.852920], [0.065269, 3.518990, 0.060883], [0.968062, 4.482620, -1.205705], [0.522743, 5.340413, -4.427580], [2.242815, -7.516398, 1.551915], [1.170752, -0.247812, 0.576743], [-0.699835, -6.526266, -0.911045], [0.389301, 6.449966, 0.498792], [2.881909, -6.856336, 1.206108]],
  "forces_ev_per_a": [[-0.18, -0.99, 0.23], [0.66, 0.53, -1.63], [0.22, 0.08, -0.51], [0.21, 0.43, 0.18], [0.23, 0.43, 1.22], [-0.38, 0.14, -0.61], [0.53, 0.24, 1.42], [-0.50, 0.55, -0.97], [0.18, 0.76, -2.22], [-2.04, -0.69, -0.03], [-0.94, -0.30, 0.54], [1.07, -1.62, 0.02], [-1.06, -0.10, 0.30], [1.81, -0.06, 0.25], [0.80, -0.33, 0.87], [-0.44, 0.40, -0.73], [1.17, 0.34, 1.39], [-0.41, -0.19, 0.00], [0.40, -0.92, 0.02], [1.21, 0.30, 0.04], [-0.42, 0.42, 0.36], [0.29, 0.07, 0.03], [0.07, 0.56, 0.33], [-0.18, 0.20, 0.87], [0.40, 0.99, -0.27], [-0.78, -0.32, 0.94], [0.24, -0.39, 0.69], [-0.79, -0.32, 0.15], [-0.78, -1.34, 1.10], [0.03, 0.09, -0.33], [-0.40, -0.29, 0.53], [-1.06, 0.29, -1.33], [-0.61, -0.40, -1.91], [0.59, -0.46, -0.16], [0.11, -1.66, 1.00], [0.07, -0.09, -0.53], [0.21, -0.09, 0.27], [-0.30, 0.21, -0.94], [-0.38, -0.62, 0.20], [-0.31, -1.24, 1.03], [-0.12, 0.09, 0.06], [-1.15, 2.99, -0.91], [0.14, -0.34, 1.50], [-0.16, -0.80, 1.14], [-0.22, 1.84, -1.03], [0.08, 0.82, -2.07], [0.16, 0.46, -0.34], [0.51, 0.43, 0.33], [1.62, -0.21, -1.24], [-0.03, 0.17, -0.50], [1.03, -0.05, 0.51], [0.35, 0.31, 1.03], [-1.25, -0.36, 0.11], [-1.85, -0.45, -1.65], [1.13, 0.55, 0.68], [-0.27, -0.49, 0.59], [1.46, 0.43, -0.05]]
}